Record 1
C27H52HfOP2Si as an isolated structure, computed with ωB97M-V/def2-TZVPD.

Summary:
2S+1 = 1
LUMO level = -8.1 eV
Relative energy (zero: lowest compared OMol25 entry of this formula, charge and spin) = 34.7 kcal per mole
Largest force on an atom = 2.77 eV Å⁻¹
Net charge = +2

```
84
Properties=species:S:1:pos:R:3:forces:R:3
Hf 0.1624 -0.7337 0.9949 2.062 -0.556 -0.362
C 0.2244 1.5061 0.2111 -1.056 0.558 0.430
C -0.8634 0.9309 -0.5357 -0.874 0.591 0.969
C -1.3853 0.7764 1.7191 0.198 0.736 -0.719
C -0.1750 1.5298 1.5912 -0.433 -0.091 -0.288
C -1.8229 0.4059 0.3956 0.560 0.981 -0.327
C 1.3508 2.3082 -0.3315 0.694 0.118 -0.403
H 1.3799 2.2875 -1.4299 -0.070 0.041 0.353
H 2.3265 1.9474 0.0197 -0.201 0.080 -0.014
H 1.2610 3.3544 -0.0013 -0.030 -0.292 -0.172
C 0.5013 2.2723 2.6894 0.434 -0.044 0.443
H 1.0423 3.1528 2.3071 -0.239 -0.379 0.120
H 1.2265 1.6336 3.2122 -0.062 0.307 -0.002
H -0.2456 2.6072 3.4227 0.297 -0.014 -0.225
C -2.0271 0.4004 3.0045 -0.728 0.823 0.335
H -1.5676 0.9726 3.8269 -0.224 -0.456 -0.226
H -1.9458 -0.6694 3.2148 -0.146 -0.227 0.239
H -3.1087 0.6733 2.9662 0.703 -0.443 0.136
C -3.0813 -0.3011 0.0389 -0.498 -0.267 0.048
H -3.8716 0.4381 -0.1512 0.083 -0.162 0.076
H -3.4244 -0.9392 0.8703 0.017 0.133 -0.362
H -2.9725 -0.9077 -0.8712 -0.085 0.183 0.358
C -1.1400 1.1707 -1.9795 0.081 -0.359 -0.830
H -1.4509 2.2181 -2.1609 0.200 -0.392 0.404
H -1.9597 0.5424 -2.3528 0.214 0.089 0.175
H -0.2673 0.9900 -2.6200 -0.110 0.063 0.160
C 1.7759 -1.6678 -2.9433 0.053 1.093 0.258
C 1.0979 -1.0427 -3.9119 1.050 -0.070 0.008
C -0.2508 -1.3557 -4.4614 -0.468 -0.005 -0.472
C -0.8709 -2.7712 -4.2984 -0.036 0.309 -1.115
C -1.8195 -2.8850 -3.1474 -0.049 -0.193 0.569
C -1.4925 -2.7196 -1.8611 -0.504 0.407 0.563
C -0.1849 -2.0880 -1.3538 -0.060 -0.805 -0.614
C 1.1089 -2.6260 -2.0117 0.745 -0.665 0.092
H -0.1775 -1.1245 -5.5370 -0.121 -0.168 0.338
H -0.0950 -3.5636 -4.3010 -0.447 0.444 0.128
H -0.9705 -0.6281 -4.0699 -0.065 0.015 -0.173
H 0.8759 -3.5473 -2.5578 -0.126 0.412 0.452
H 2.8255 -1.3967 -2.7169 -0.732 -0.068 -0.278
H 1.6026 -0.2383 -4.4503 0.060 -0.241 0.053
H 1.8227 -2.9514 -1.2383 -0.208 0.136 -0.199
H -0.2437 -0.9933 -1.5615 0.139 -0.458 0.453
H -2.2193 -3.0022 -1.0827 0.319 0.440 -0.474
H -0.1146 -2.3473 -0.2363 -0.361 -0.623 -0.710
H -1.4651 -2.9603 -5.2137 0.391 0.105 0.412
H -2.8778 -3.1031 -3.3977 0.830 -0.296 0.365
P 0.5916 -5.7108 -1.5424 0.240 -2.157 -0.810
P -1.9339 -5.4312 0.1309 -1.524 -1.699 0.208
C -0.5051 -7.2349 -1.4551 0.008 0.330 -0.108
C -1.3596 -7.1925 -0.1935 0.734 0.359 0.265
H 0.1185 -8.1376 -1.5108 -0.157 0.182 -0.002
H -1.1367 -7.2290 -2.3540 0.051 0.038 0.227
H -2.2319 -7.8585 -0.2698 0.242 0.274 0.182
H -0.7645 -7.4973 0.6764 -0.078 -0.081 -0.092
C -2.9614 -5.8925 1.5895 0.144 0.302 0.313
H -3.6734 -5.0842 1.7950 0.021 -0.238 0.069
H -2.2891 -5.9846 2.4498 -0.244 -0.078 0.017
H -3.4942 -6.8418 1.4335 0.115 0.354 0.078
C -3.3218 -5.6119 -1.0924 -0.221 0.717 -0.493
H -3.8190 -6.5943 -1.0285 0.300 0.376 0.161
H -2.9689 -5.4813 -2.1262 -0.074 -0.007 0.262
H -4.0802 -4.8373 -0.9015 0.131 -0.160 -0.132
C 2.0813 -6.5017 -0.7833 0.112 0.448 0.356
H 2.8737 -5.7459 -0.7211 0.063 -0.273 0.041
H 2.4258 -7.3488 -1.3920 -0.117 0.229 0.283
H 1.8495 -6.8378 0.2342 0.114 0.042 -0.148
C 1.1103 -6.0162 -3.3044 0.148 0.411 -0.160
H 0.2578 -6.3606 -3.9019 0.201 0.092 0.107
H 1.9240 -6.7538 -3.3533 -0.369 0.165 -0.078
H 1.4804 -5.0883 -3.7516 0.105 -0.149 -0.153
C 4.0459 -1.9478 3.1895 -0.663 -0.354 -0.050
Si 3.6060 -0.5930 1.9725 2.719 0.391 0.381
C 4.1699 1.0771 2.6438 -0.657 0.137 0.094
C 4.4752 -0.8584 0.3321 -0.401 -0.145 -0.150
O 1.9753 -0.6431 1.6118 -2.082 -0.347 -0.325
H 5.0944 -1.9490 3.5255 -0.324 0.252 -0.257
H 3.8669 -2.9228 2.7002 0.056 0.248 0.281
H 3.4094 -1.9006 4.0918 0.271 -0.052 -0.292
H 5.2697 1.1218 2.6608 -0.316 -0.151 -0.104
H 3.8126 1.9164 2.0217 0.189 -0.225 0.211
H 3.8346 1.2596 3.6787 0.069 -0.047 -0.327
H 4.4294 -1.9196 0.0495 0.076 0.185 -0.019
H 3.9677 -0.2845 -0.4626 0.280 -0.089 0.161
H 5.5337 -0.5599 0.3638 -0.364 -0.068 0.031
```
Positions in Å, forces in eV/Å.

=====

Record 2
C27H52I2N7O5 as an isolated structure, computed with ωB97M-V/def2-TZVPD.

Summary:
2S+1 = 3
LUMO level (spin up / spin down) = -4.3 / -4.3 eV
Largest force on an atom = 5.15 eV Å⁻¹
Net charge = +1

```
93
Properties=species:S:1:pos:R:3:forces:R:3
C -3.0289 -6.2034 0.7186 0.075 0.128 -0.477
C -1.8373 -5.3891 0.1578 -1.123 -0.719 -0.777
I -0.2071 -6.7668 -0.0491 0.210 0.472 0.210
C -2.3545 -4.7376 -1.1834 0.928 -0.430 0.541
I -2.1826 -5.9372 -2.9477 -0.243 0.263 0.090
N -1.8825 -3.3721 -1.3400 -2.134 1.585 1.729
C -2.4657 -2.2494 -0.7089 -0.079 -2.350 -0.277
N -3.5089 -2.2979 0.0997 -0.165 -0.288 -0.109
C -4.0791 -1.1223 0.7762 -0.696 -0.967 0.548
C -5.6140 -1.2347 0.7301 0.182 0.239 -0.527
C -6.1969 -0.4488 -0.4507 -0.042 -0.157 0.728
C -5.9999 1.0601 -0.3537 -0.084 -0.230 -0.635
O -6.2321 1.6523 -1.6272 -0.229 -0.068 0.293
N -1.8387 -1.1536 -1.0153 0.446 2.422 -0.163
C -0.8470 -1.4316 -1.8152 -1.087 -3.729 0.684
N -0.8643 -2.8188 -1.9952 3.358 3.469 -1.801
O 0.0524 -3.4575 -2.7381 -1.974 -0.439 -0.867
N 1.0620 -4.2282 -1.8953 1.566 -0.087 0.596
O 1.4569 -3.5869 -1.0449 -0.298 -0.246 0.223
H -3.6343 -5.6046 1.3962 0.028 0.010 0.202
H -3.6757 -6.5082 -0.1039 -0.040 -0.114 -0.094
H -2.7085 -7.1234 1.1832 -0.018 0.007 0.445
H -1.6063 -4.5779 0.8383 0.529 -0.002 0.080
H -3.4224 -4.6399 -1.0314 -0.208 0.170 -0.271
H -3.9364 -3.1841 0.3165 0.066 0.028 -0.014
H -3.7131 -0.2220 0.3090 0.205 0.093 -0.063
H -3.7590 -1.1869 1.8132 0.240 0.337 0.071
H -6.0410 -0.9551 1.6888 -0.055 0.292 0.049
H -5.8921 -2.2785 0.5796 0.022 -0.155 0.175
H -5.7641 -0.8494 -1.3664 0.133 0.202 -0.200
H -7.2691 -0.6457 -0.4936 -0.084 -0.052 -0.117
H -4.9841 1.3421 -0.0899 0.093 -0.006 0.089
H -6.6788 1.4615 0.4013 0.025 0.121 0.114
H -7.1142 1.3631 -1.8898 0.054 0.241 -0.213
H -0.1441 -0.7553 -2.2497 0.376 0.024 -0.305
C 5.8113 -0.1903 2.9526 0.057 0.010 -0.327
C 4.4233 -0.6706 3.4237 1.838 0.425 0.387
C 4.3908 -2.1982 3.4177 -0.343 -0.355 -0.351
C 4.3967 -2.7778 2.0038 0.005 0.099 0.005
C 3.2621 -2.1866 1.1672 0.072 -0.394 0.508
C 3.1648 -0.6579 1.2039 0.737 0.551 -1.749
N 3.3330 -0.1007 2.5760 -1.281 -1.884 0.614
O 2.2087 -0.2129 3.2062 -0.193 0.712 0.110
C 4.2051 -0.0295 0.2548 0.339 -0.071 0.022
C 1.8196 -0.2508 0.6018 -0.425 0.064 0.489
C 4.3177 -0.1589 4.8577 -0.624 0.120 0.174
H 6.5518 -0.3697 3.7312 -0.120 -0.012 0.113
H 6.1851 -0.7084 2.0729 -0.062 0.044 -0.039
H 5.8045 0.8808 2.7470 -0.030 -0.002 -0.017
H 3.4971 -2.5537 3.9409 -0.055 0.146 0.005
H 5.2458 -2.5860 3.9740 0.048 0.165 0.048
H 5.3589 -2.6052 1.5155 -0.002 0.058 0.028
H 4.2794 -3.8623 2.0563 0.003 0.008 -0.033
H 3.3708 -2.5156 0.1327 0.008 0.171 -0.068
H 2.3199 -2.6156 1.5279 -0.038 0.135 0.069
H 4.2038 1.0575 0.3457 -0.009 -0.001 0.070
H 3.9683 -0.2709 -0.7826 -0.121 -0.050 0.032
H 5.2202 -0.3819 0.4165 -0.020 0.026 0.072
H 0.9807 -0.7461 1.0914 0.021 0.102 0.147
H 1.7900 -0.5358 -0.4520 0.227 -0.027 -0.027
H 1.6661 0.8280 0.6640 0.017 -0.018 0.042
H 4.3904 0.9293 4.8882 -0.025 0.000 -0.020
H 5.1321 -0.5665 5.4550 0.101 -0.039 -0.148
H 3.3888 -0.4526 5.3428 -0.060 0.037 -0.120
C 0.3646 5.6340 -0.4242 0.252 -0.179 0.094
C -0.5824 5.0761 -1.5067 0.381 1.246 1.395
C -1.5337 4.0646 -0.8695 -0.049 -0.590 -0.114
C -0.8244 2.7749 -0.4582 0.049 0.040 -0.009
C -0.0657 2.1703 -1.6389 -0.664 -0.050 0.168
C 0.8346 3.1489 -2.3965 1.880 -0.441 0.534
N 0.1805 4.4671 -2.6371 -1.899 -1.332 -0.338
O -0.6038 4.3578 -3.6592 0.300 0.465 -0.484
C 2.1605 3.3556 -1.6362 -0.006 0.082 0.376
C 1.2568 2.4901 -3.7094 -0.415 0.133 -0.429
C -1.3691 6.2955 -1.9795 -0.203 -0.055 -0.615
H -0.1781 6.3145 0.2312 -0.117 0.019 -0.114
H 0.7856 4.8751 0.2310 0.048 -0.020 -0.070
H 1.1836 6.1956 -0.8747 0.005 -0.028 -0.026
H -2.3381 3.8173 -1.5701 0.079 0.072 -0.116
H -2.0140 4.5107 0.0036 0.081 0.157 -0.034
H -0.1450 2.9528 0.3795 0.015 0.051 -0.022
H -1.5620 2.0540 -0.0961 0.034 -0.029 0.005
H 0.5352 1.3274 -1.2831 0.149 0.111 -0.103
H -0.8058 1.7508 -2.3317 0.000 0.158 -0.124
H 2.7675 4.1210 -2.1204 -0.056 0.035 -0.017
H 2.7425 2.4325 -1.6299 -0.086 -0.055 -0.104
H 2.0334 3.6335 -0.5925 -0.040 0.062 -0.030
H 0.4023 2.1531 -4.2949 -0.034 0.180 -0.038
H 1.8681 1.6111 -3.4990 0.053 0.054 0.170
H 1.8470 3.1701 -4.3236 -0.024 0.015 0.004
H -0.7006 7.0526 -2.3921 0.011 -0.027 -0.022
H -1.9011 6.7396 -1.1390 0.110 -0.079 0.124
H -2.1136 6.0499 -2.7343 0.105 -0.079 -0.059
```
Positions in Å, forces in eV/Å.

=====

Record 3
C27H53BN2NiOP2Si as an isolated structure, computed with ωB97M-V/def2-TZVPD.

Summary:
2S+1 = 3
LUMO level (spin up / spin down) = 0.5 / 0.4 eV
Largest force on an atom = 2.01 eV Å⁻¹

```
88
Properties=species:S:1:pos:R:3:forces:R:3
Ni 0.1514 -0.3143 0.2421 -0.703 0.704 -0.582
C -2.2526 -2.0546 1.6757 0.049 0.125 -0.058
C -1.3457 -1.8322 2.8870 0.045 0.236 -0.045
C -2.2071 -1.8712 4.1445 0.049 -0.089 0.062
C -0.3241 -2.9836 2.8908 0.007 -0.058 0.023
P -0.3435 -0.2319 2.5790 -0.787 -0.145 0.327
C -1.4559 1.2935 2.2878 0.215 -0.350 -0.035
N -0.6123 2.2090 1.5315 -0.282 0.308 -0.309
B 0.1762 1.6815 0.4557 0.571 -0.780 0.636
N 1.3564 2.4766 0.3726 -0.153 0.342 -0.253
C 2.5731 1.9799 -0.2302 -0.152 -0.179 0.120
P 2.3824 0.1026 -0.3786 0.196 0.268 -0.574
C 4.0644 -0.4933 0.2570 -0.345 -0.179 0.105
C 4.1725 -1.9979 -0.0109 -0.051 0.007 -0.027
C 3.9771 -0.2940 1.7766 0.007 -0.008 -0.068
C 5.2927 0.2401 -0.2749 -0.013 0.026 -0.046
C 2.2348 -0.2146 -2.2434 -0.034 -0.096 0.124
C 1.1964 0.7649 -2.8129 -0.017 0.003 0.156
C 1.6607 -1.6352 -2.3993 0.030 0.098 0.084
C 3.5357 -0.0812 -3.0285 -0.068 0.026 -0.013
C 1.2336 3.5312 1.2745 -0.067 0.115 0.073
C 2.0746 4.5933 1.5514 -0.002 -0.046 -0.026
C 1.6853 5.5101 2.5263 0.004 0.053 0.048
C 0.4730 5.3783 3.1886 0.057 0.024 0.024
C -0.3818 4.3131 2.9139 -0.044 -0.123 0.050
C 0.0081 3.3748 1.9752 0.118 0.164 0.101
C 0.4811 0.1928 4.2409 0.246 -0.052 -0.346
C -0.5176 0.7499 5.2625 -0.006 0.019 -0.098
C 1.5794 1.2303 3.9701 -0.011 -0.049 -0.108
C 1.1589 -1.0573 4.8121 0.001 0.001 -0.001
H -2.7332 -3.0339 1.7476 -0.013 0.008 0.133
H -3.0305 -1.2985 1.5968 -0.014 0.060 -0.027
H -1.6906 -2.0440 0.7435 -0.011 0.047 -0.140
H -2.7358 -2.8282 4.1804 -0.018 0.005 -0.005
H -1.6165 -1.7904 5.0572 -0.117 -0.046 -0.036
H -2.9590 -1.0797 4.1363 -0.005 0.005 0.034
H -0.8387 -3.9256 2.6866 -0.066 0.019 0.018
H 0.4196 -2.8414 2.1009 0.014 -0.057 0.019
H 0.1964 -3.0884 3.8409 -0.082 -0.085 -0.195
H -2.2807 0.9621 1.6569 -0.084 0.024 0.078
H -1.8416 1.7533 3.1926 -0.043 -0.013 0.072
H 2.7656 2.4170 -1.2138 0.099 0.006 0.032
H 3.4196 2.2176 0.4168 0.034 -0.040 -0.022
H 3.2439 -2.5058 0.2636 0.028 -0.039 -0.005
H 4.3885 -2.2169 -1.0568 -0.024 0.002 0.008
H 4.9769 -2.4287 0.5908 0.031 0.042 -0.002
H 3.0886 -0.7886 2.1777 0.055 -0.002 0.011
H 4.8560 -0.7244 2.2634 0.039 0.003 -0.039
H 3.9333 0.7635 2.0476 0.029 -0.044 -0.025
H 5.4176 0.1207 -1.3486 0.055 0.012 0.094
H 5.2579 1.3072 -0.0507 0.030 -0.008 -0.008
H 6.1835 -0.1666 0.2122 0.008 0.009 0.018
H 0.2587 0.7181 -2.2546 -0.025 0.033 -0.057
H 1.5538 1.7961 -2.8123 -0.012 -0.013 0.003
H 0.9826 0.4886 -3.8484 0.039 -0.014 -0.018
H 0.7490 -1.7433 -1.8044 -0.027 -0.065 -0.072
H 1.3848 -1.8186 -3.4402 0.066 0.040 -0.039
H 2.3667 -2.4080 -2.0930 -0.013 0.016 0.014
H 3.9791 0.9077 -2.8961 0.034 -0.008 -0.044
H 4.2669 -0.8369 -2.7431 -0.007 0.013 -0.048
H 3.3247 -0.2114 -4.0933 -0.007 0.008 -0.009
H 3.0113 4.7180 1.0216 -0.009 -0.023 -0.013
H 2.3320 6.3459 2.7606 -0.001 -0.006 -0.019
H 0.1860 6.1159 3.9267 -0.013 -0.007 -0.006
H -1.3317 4.2232 3.4281 0.017 -0.028 0.003
H -0.7311 1.8011 5.0736 -0.017 0.031 -0.021
H -1.4581 0.2008 5.2625 0.076 0.137 0.108
H -0.0848 0.6825 6.2637 0.027 0.006 0.009
H 1.1687 2.2107 3.7520 -0.045 0.102 -0.037
H 2.2175 1.3292 4.8523 -0.008 -0.006 0.026
H 2.2043 0.9308 3.1265 -0.088 0.077 0.173
H 0.4367 -1.7620 5.2249 0.133 0.075 0.004
H 1.7570 -1.5694 4.0553 0.026 -0.004 0.072
H 1.8300 -0.7607 5.6214 -0.019 0.053 0.018
C -3.5689 -0.8804 -2.8091 0.187 0.156 0.141
Si -2.9762 0.3025 -1.4468 -1.392 0.385 -0.498
C -3.0023 2.0544 -2.1875 0.260 -0.267 0.074
C -4.4365 0.3754 -0.2038 0.455 -0.148 -0.035
O -1.5788 -0.1269 -0.8463 1.564 -0.840 0.950
H -4.4898 -0.5062 -3.2639 -0.002 -0.013 -0.005
H -3.7696 -1.8802 -2.4161 0.018 0.007 0.026
H -2.8185 -0.9783 -3.5983 -0.010 0.000 -0.003
H -3.9561 2.2541 -2.6819 -0.012 -0.031 0.008
H -2.2060 2.1926 -2.9246 -0.011 0.026 0.002
H -2.8682 2.8072 -1.4056 0.036 -0.009 -0.002
H -5.3598 0.6355 -0.7264 0.028 0.027 -0.065
H -4.2674 1.1436 0.5572 -0.036 -0.015 0.019
H -4.6084 -0.5779 0.3034 -0.022 0.030 -0.017
```
Positions in Å, forces in eV/Å.

=====

Question: Which formula does entry 1 have?
Answer: C27H52HfOP2Si